# C20H20GeN3O2Rh

A molecular structure, C20H20GeN3O2Rh in a non-equilibrium geometry (ωB97M-V/def2-TZVPD, OMol25).

Structure (XYZ):
```
47
Properties=species:S:1:pos:R:3:forces:R:3
Rh -1.2111 0.8598 0.1297 -0.252 0.238 0.091
O 3.7137 0.2368 4.8122 -0.334 1.241 -2.162
C 3.7937 1.0005 3.7566 0.695 -2.523 4.404
O 4.7101 1.7657 3.4952 0.202 0.917 -1.165
C 2.6257 0.8510 2.8555 -1.001 0.316 -1.346
C 2.5910 1.6461 1.6826 0.028 -0.678 1.007
C 1.5220 1.5249 0.8432 -0.958 -0.342 -0.390
N 0.5181 0.6400 1.1180 0.745 -0.116 0.267
C 0.5044 -0.0958 2.2672 -0.310 0.336 -0.782
C 1.5480 -0.0217 3.1477 0.916 0.605 -0.002
C -0.7196 -0.8865 2.4164 -0.084 -0.214 -0.033
C -0.8519 -1.9358 3.3239 0.097 0.012 -0.051
C -2.0355 -2.6387 3.3842 0.003 -0.030 0.042
C -3.0762 -2.2930 2.5280 0.019 0.052 -0.118
C -2.8826 -1.2530 1.6450 -0.107 -0.174 0.012
N -1.7437 -0.5539 1.5860 -0.168 0.016 0.819
C 1.2774 2.2923 -0.3826 0.033 -0.053 -0.160
C 2.2631 3.0265 -1.0377 0.032 -0.072 0.004
C 1.9492 3.7076 -2.1944 0.056 0.026 0.008
C 0.6522 3.6406 -2.6927 -0.091 -0.110 0.016
C -0.2771 2.8889 -2.0070 0.055 0.072 -0.201
N 0.0110 2.2345 -0.8764 0.287 0.774 0.155
H 3.3981 2.3383 1.4953 0.131 -0.028 0.168
H 1.5552 -0.5946 4.0641 0.274 0.135 0.060
H -0.0185 -2.2002 3.9591 0.012 0.015 -0.004
H -2.1472 -3.4578 4.0824 0.007 0.018 -0.005
H -4.0177 -2.8225 2.5403 -0.012 0.021 0.006
H -3.6483 -0.9522 0.9433 -0.044 0.000 0.010
H 3.2686 3.0408 -0.6420 -0.002 -0.006 0.010
H 2.7086 4.2779 -2.7131 -0.009 -0.007 0.015
H 0.3675 4.1551 -3.5990 -0.015 0.013 0.015
H -1.2948 2.7853 -2.3573 -0.025 0.033 -0.020
C 0.2748 -0.5007 -3.4088 -0.086 0.044 0.074
Ge -1.1482 -1.3268 -2.3280 0.418 -0.527 -0.372
C -2.3148 -2.3954 -3.4924 -0.089 0.109 0.078
C -0.2955 -2.4934 -0.9972 -0.089 0.061 -0.012
C -2.1236 0.0436 -1.4013 -0.495 -0.222 -0.598
H 0.8569 -1.2579 -3.9369 -0.042 -0.007 0.043
H 0.9499 0.0630 -2.7615 0.011 0.003 -0.029
H -0.1499 0.1839 -4.1447 0.021 -0.005 0.011
H -1.7346 -3.1331 -4.0489 0.043 0.043 0.051
H -2.8316 -1.7548 -4.2080 0.006 -0.014 0.007
H -3.0634 -2.9221 -2.8996 0.006 0.005 -0.015
H 0.2788 -3.2855 -1.4811 -0.018 0.057 -0.001
H -1.0473 -2.9558 -0.3545 0.022 0.008 0.002
H 0.3813 -1.9088 -0.3715 0.043 -0.034 0.027
H -3.0863 0.4368 -1.7393 0.070 -0.008 0.060
```
Positions in Å, forces in eV/Å.

Properties
**Spin multiplicity**: 5
**Molecular weight**: 509.9 g/mol
**Highest occupied orbital energy (spin up / spin down)**: -6.343 / -7.363 eV
**Orbital gap (spin up / spin down)**: 5.5 / 4.8 eV
**Energy relative to the best compared isomer or geometry (same formula, charge and spin)**: 0.0 kcal per mole
**Expectation value of S²**: 6.03

=====

# C26H38BrF3N3O4PSSi2Ti

A molecular structure, C26H38BrF3N3O4PSSi2Ti in a non-equilibrium geometry (ωB97M-V/def2-TZVPD, OMol25).

Structure (XYZ):
```
80
Properties=species:S:1:pos:R:3:forces:R:3
Ti -0.6242 0.2763 -0.2621 -0.198 -0.123 -0.679
O -3.9072 4.5853 2.8597 -0.021 0.154 0.047
C -3.1894 3.6492 2.2107 -0.248 0.223 0.201
C -1.8398 3.7811 1.9376 0.450 0.065 -0.181
C -1.1974 2.7483 1.2989 0.016 0.018 0.440
N -1.7899 1.5850 0.9748 -0.667 0.682 0.365
C -3.1026 1.5520 1.1334 -0.449 0.181 0.248
Br -4.0454 0.1576 0.2868 -0.031 -0.148 0.073
C -3.8555 2.5274 1.7665 0.008 -0.415 -0.204
H -3.3466 5.3400 3.0738 -0.029 -0.013 0.011
H -1.2859 4.6760 2.1990 -0.058 -0.046 -0.016
H -0.1554 2.8473 1.0414 0.035 -0.100 0.039
H -4.9248 2.4299 1.8743 0.020 0.003 0.018
C 1.7156 -2.5875 -0.0202 -0.134 -0.436 -0.314
Si 2.3270 -1.1717 1.0280 -0.068 0.069 -0.023
C 3.6715 -0.1848 0.1997 0.437 0.271 -0.141
C 3.1636 -2.1337 2.4019 0.131 -0.249 0.243
C 0.9276 -0.0766 1.5145 -0.450 -0.340 0.507
C -0.1204 -0.9931 2.0142 0.076 -0.037 0.128
C -0.2494 -1.5393 3.3118 0.204 0.217 -0.192
C -1.1923 -2.5048 3.5625 -0.065 -0.125 0.163
C -2.0267 -2.9384 2.5320 -0.019 -0.065 0.082
C -1.9072 -2.3231 1.3130 -0.070 0.123 -0.162
N -1.0205 -1.3505 1.0587 0.173 -0.493 0.693
Si 1.5015 1.2100 2.7166 -0.153 -0.004 -0.140
C 2.1196 2.7040 1.7631 0.162 0.389 -0.170
C 2.9170 0.8215 3.8731 0.420 -0.117 0.213
C 0.1587 1.6548 3.9503 -0.306 0.112 0.258
H 2.4675 -2.9147 -0.7507 -0.078 -0.029 0.127
H 0.7904 -2.3580 -0.5492 0.038 0.008 0.019
H 1.5137 -3.4301 0.6518 -0.033 0.010 -0.135
H 4.2420 -0.7949 -0.5135 -0.042 0.106 0.130
H 4.3741 0.1599 0.9702 -0.053 0.022 -0.176
H 3.2884 0.6920 -0.3306 0.078 -0.088 0.062
H 3.7839 -2.9078 1.9295 -0.064 0.065 0.085
H 2.4294 -2.6497 3.0348 0.104 0.055 -0.087
H 3.8108 -1.5412 3.0437 0.033 0.010 0.036
H 0.4410 -1.2220 4.0865 -0.064 -0.019 -0.068
H -1.2726 -2.9458 4.5499 0.013 0.020 -0.035
H -2.7591 -3.7204 2.6812 0.031 0.032 0.000
H -2.5614 -2.5975 0.4959 -0.034 0.030 -0.068
H 3.2114 2.7576 1.8465 -0.122 0.046 -0.072
H 1.7191 3.6525 2.1469 0.089 -0.139 -0.053
H 1.8725 2.6323 0.6986 0.078 0.051 0.056
H 3.8814 0.7491 3.3594 -0.068 -0.032 0.095
H 2.7621 -0.0991 4.4445 0.025 0.108 -0.007
H 2.9835 1.6533 4.5884 0.037 -0.106 -0.090
H 0.3997 1.1602 4.8988 -0.104 0.091 -0.064
H 0.1336 2.7341 4.1423 0.001 -0.118 0.002
H -0.8436 1.3351 3.6605 -0.014 0.047 0.007
F 0.1688 2.8287 -5.8142 -0.063 0.024 -0.132
C 0.5112 3.2376 -4.5716 0.146 -0.471 0.311
F -0.4846 3.9719 -4.1060 -0.145 0.171 0.037
F 1.5764 4.0537 -4.7285 0.074 0.136 -0.069
C 0.8971 2.0466 -3.7182 -0.421 0.344 0.019
C 1.9746 1.3299 -4.1874 0.379 -0.033 -0.306
C 2.4141 0.1997 -3.5253 -0.010 -0.083 0.075
C 1.7457 -0.1411 -2.3698 0.218 -0.181 0.119
N 0.7137 0.5404 -1.8798 0.498 0.251 -0.999
C 0.2193 1.6208 -2.5594 -0.064 -0.127 -0.012
S -1.2477 2.2491 -1.8717 0.505 -0.273 -0.145
H 2.4771 1.6619 -5.0900 -0.044 -0.011 0.042
H 3.2529 -0.3902 -3.8712 -0.064 0.068 -0.003
H 2.0563 -1.0043 -1.7938 -0.037 0.104 -0.059
C 0.0844 -3.3832 -2.9672 -0.087 0.086 -0.136
O -1.2852 -2.9988 -2.7963 0.125 -0.709 0.157
P -1.6897 -1.5192 -2.2899 -0.074 0.661 -0.201
O -3.3013 -1.7271 -2.3545 0.070 -0.222 0.060
C -3.9620 -2.8911 -1.8599 0.006 -0.012 0.061
O -1.4719 -0.6649 -3.6216 0.069 0.215 -0.121
C -2.1086 -0.9658 -4.8687 -0.011 0.047 0.106
H 0.1021 -4.1437 -3.7427 -0.014 -0.042 -0.043
H 0.4955 -3.7897 -2.0487 -0.062 -0.055 0.053
H 0.6993 -2.5414 -3.2917 -0.040 0.040 -0.009
H -4.5264 -3.3534 -2.6673 -0.003 0.047 -0.077
H -4.6550 -2.5998 -1.0696 0.008 0.035 0.017
H -3.2615 -3.6320 -1.4736 0.021 0.038 -0.012
H -2.2173 -2.0396 -5.0147 0.014 -0.045 0.037
H -1.4810 -0.5520 -5.6521 0.044 0.034 -0.027
H -3.0859 -0.4902 -4.8939 -0.055 -0.002 -0.015
```
Positions in Å, forces in eV/Å.

Properties
**Spin multiplicity**: 3
**Molecular weight**: 760.6 g/mol
**Highest occupied orbital energy (spin up / spin down)**: -5.754 / -7.620 eV
**Orbital gap (spin up / spin down)**: 6.1 / 8.0 eV
**Energy relative to the best compared isomer or geometry (same formula, charge and spin)**: 13.8 kcal per mole
**Expectation value of S²**: 2.01

=====

# C4H4N2O

C4H4N2O in the gas phase in a non-equilibrium geometry (ωB97M-V/def2-TZVPD, OMol25).

Structure (XYZ):
```
11
Properties=species:S:1:pos:R:3:forces:R:3
C -0.9612 1.4574 0.0303 -4.009 2.504 -0.639
C -0.7511 0.1852 -0.0093 0.111 -3.537 0.767
C -1.9110 -0.7578 -0.0491 -1.689 -0.945 0.016
N -2.8512 -1.4667 -0.0632 2.763 1.967 0.008
C 0.5518 -0.5042 0.1570 -1.479 -0.614 0.019
N 1.6585 0.0230 -0.0945 -0.753 0.598 -0.449
O 2.6003 -0.9539 0.0007 4.832 2.411 -1.678
H -2.1070 1.7456 -0.0374 2.715 -0.111 0.129
H -0.2073 2.2130 0.0284 0.358 0.232 0.235
H 0.5597 -1.5586 0.4553 -0.294 0.176 -0.160
H 3.4185 -0.3829 -0.4182 -2.555 -2.680 1.752
```
Positions in Å, forces in eV/Å.

Properties
**Molecular weight**: 96.1 g/mol
**Highest occupied orbital energy**: -9.888 eV
**Orbital gap**: 9.8 eV
**Energy relative to the best compared isomer or geometry (same formula, charge and spin)**: 82.9 kcal per mole

=====

# C4H14N

2 unconnected molecules or ions with the total composition C4H14N in a non-equilibrium geometry (ωB97M-V/def2-TZVPD, OMol25).

Structure (XYZ):
```
19
Properties=species:S:1:pos:R:3:forces:R:3
C -2.4621 -0.0238 -0.3883 0.565 0.665 -0.975
N -1.5729 0.8022 -1.3585 -1.375 -1.047 0.999
H -3.4851 0.1902 -0.6488 -0.330 0.179 0.136
H -2.1834 0.3597 0.5862 -0.230 -0.464 0.240
H -2.2848 -1.0765 -0.5770 0.312 -0.012 0.355
H -1.6696 0.4459 -2.2980 0.313 -0.205 -0.444
H -1.9574 1.7432 -1.3601 0.584 0.358 0.074
H -0.6175 0.7214 -0.9986 0.178 0.481 -0.447
C 1.3602 -1.1258 1.6544 -1.298 0.746 0.045
C 1.4509 -0.7003 0.1984 0.695 1.688 0.183
C 1.5323 0.8506 0.0369 0.122 -1.027 -0.489
H 0.4391 -0.7934 2.1593 -0.018 0.141 -0.353
H 1.3014 -2.1941 1.7126 0.584 -0.620 0.333
H 2.1429 -0.6468 2.2412 0.332 -0.534 -0.079
H 2.4275 -1.0282 -0.1642 -0.369 -0.492 -0.371
H 0.6341 -1.0494 -0.4382 0.157 -0.584 0.041
H 1.9135 1.1001 -0.9590 -0.147 0.037 0.028
H 2.2648 1.2335 0.7403 -0.258 0.353 0.218
H 0.5543 1.3268 0.1576 0.184 0.336 0.506
```
Positions in Å, forces in eV/Å.

Properties
**Molecular weight**: 76.2 g/mol
**Highest occupied orbital energy**: -14.920 eV
**Net charge**: +1
**Orbital gap**: 11.1 eV
**Energy relative to the best compared isomer or geometry (same formula, charge and spin)**: 17.4 kcal per mole